Molecular formula: C3H10N6
Method: DFT, wB97M-V/def2-TZVPD

ΔE to the lowest compared entry with this formula, charge and spin in eV: 1.929
Frontier orbital gap (alpha / beta) in Eh: 0.2758 / 0.2759
LUMO level (alpha / beta) in eV: 0.6 / 0.6

Structure (ORCA input):
```
! RIJCOSX wB97M-V def2-TZVPD def2/J DEFGRID3
* xyz 0 1
C -1.16613 0.04508 0.24840
C -1.73500 -1.32884 0.04873
C 1.00050 -0.55822 0.78422
N -1.44587 0.63524 1.45728
N -0.95315 0.86834 -0.79876
N 2.02652 1.04756 -2.08260
N 1.65242 -0.11388 -0.20283
N 1.62965 1.08660 -0.71476
N 0.92797 -1.09032 1.91834
H -1.10332 1.58110 1.56107
H -1.21140 0.05078 2.25184
H -0.92240 0.38380 -1.68677
H -0.03153 1.41138 -0.72780
H 2.55122 0.19638 -2.27640
H 2.62008 1.85184 -2.25209
H 1.79970 -1.05122 2.45228
H -1.34223 -1.78196 -0.85964
H -2.82526 -1.27156 -0.01753
H -1.47175 -1.96209 0.89700
*
```